Record 1
An isolated molecule of C6H12O2, computed with the ωB97M-V functional and the def2-TZVPD basis.

Last column: natural (NBO) charge in e.
Positions of all 20 atoms, in Å:
C1 -1.73 -0.78 0.70  -0.62
C2 -0.06 -0.11 0.86  -0.23
C3 0.87 -1.29 1.01  -0.65
C4 -0.01 0.74 -0.33  0.25
C5 -0.03 0.12 -1.71  -0.67
O1 -0.82 1.87 -0.23  -0.72
C6 1.70 1.43 -0.05  0.40
O2 2.61 1.17 -0.82  -0.54
H1 -1.71 -1.63 0.03  0.20
H2 -1.97 -1.11 1.71  0.21
H3 -2.47 -0.05 0.38  0.20
H4 -0.12 0.49 1.77  0.22
H5 0.48 -2.24 0.64  0.22
H6 1.84 -1.23 0.52  0.23
H7 1.12 -1.46 2.06  0.22
H8 -1.04 0.07 -2.12  0.21
H9 0.42 -0.88 -1.75  0.23
H10 0.57 0.75 -2.39  0.24
H11 -1.45 1.88 -0.97  0.48
H12 1.81 2.26 0.69  0.12

spin multiplicity = 1
LUMO = 0.78 eV
E_tot = -386.2141 Eh
ΔE to the lowest compared entry with this formula, charge and spin = 278.5 kJ/mol
E_HOMO = -0.30727 Ha

=====

Record 2
The ion C4H6N3O2 with charge +1, computed with the ωB97M-V functional and the def2-TZVPD basis.

Last column: natural (NBO) charge in e.
Positions of all 15 atoms, in Å:
O1 -2.67 -0.28 -0.81  -0.49
C1 -1.73 -0.72 -1.37  0.79
O2 -1.92 -1.77 -2.26  -0.65
C2 -0.25 -0.25 -1.17  -0.58
C3 0.11 0.15 0.27  0.40
N1 -0.50 -0.06 1.42  -0.16
N2 0.35 0.52 2.30  -0.29
C4 1.45 1.06 1.75  0.26
N3 1.32 0.85 0.41  -0.50
H1 -1.06 -2.20 -2.41  0.48
H2 0.41 -1.13 -1.44  0.25
H3 0.02 0.54 -1.92  0.28
H4 0.25 0.57 3.31  0.46
H5 2.28 1.59 2.25  0.28
H6 1.96 1.14 -0.33  0.47

spin multiplicity = 1
LUMO = -4.24 eV
E_tot = -470.5129 Eh
ΔE to the lowest compared entry with this formula, charge and spin = 135.7 kJ/mol
E_HOMO = -0.52555 Ha
total charge = +1

=====

Record 3
A cluster of 2 separate species, C5H9N in total, computed with the ωB97M-V functional and the def2-TZVPD basis.

Last column: natural (NBO) charge in e.
Positions of all 15 atoms, in Å:
C1 2.27 0.22 0.26  -0.61
C2 1.09 0.69 -0.60  -0.47
C3 -0.30 0.15 -0.21  -0.20
C4 -2.05 -1.25 -0.23  -0.54
C5 -2.51 -0.28 0.71  0.23
N1 -2.52 0.67 1.38  -0.35
H1 2.43 -0.86 0.16  0.21
H2 3.20 0.73 -0.02  0.22
H3 2.10 0.44 1.32  0.21
H4 1.32 0.61 -1.67  0.22
H5 0.98 1.78 -0.42  0.23
H6 -0.32 -0.15 0.82  0.19
H7 -1.07 0.79 -0.59  0.19
H8 -1.95 -2.25 0.22  0.23
H9 -2.67 -1.30 -1.13  0.23

spin multiplicity = 1
LUMO = -0.11 eV
E_tot = -250.5269 Eh
ΔE to the lowest compared entry with this formula, charge and spin = 367.7 kJ/mol
E_HOMO = -0.34774 Ha

=====

Record 4
A cluster of 2 separate species, C4H13NO in total, computed with the ωB97M-V functional and the def2-TZVPD basis.

Last column: natural (NBO) charge in e.
Positions of all 19 atoms, in Å:
C1 -0.44 2.13 1.01  -0.63
C2 -0.90 0.97 0.09  -0.30
N1 0.34 0.28 -0.34  -0.09
C3 0.10 -0.70 -1.47  -0.26
C4 1.31 -1.53 -1.80  -0.66
H1 0.58 2.41 0.63  0.23
H2 -1.05 3.05 0.88  0.27
H3 -0.36 1.80 2.07  0.22
H4 -1.42 1.29 -0.85  0.24
H5 -1.69 0.30 0.47  0.27
H6 0.64 -0.28 0.46  0.42
H7 -0.24 0.00 -2.29  0.25
H8 -0.83 -1.31 -1.06  0.29
H9 1.00 -2.24 -2.58  0.26
H10 1.78 -1.93 -0.88  0.24
H11 2.16 -0.97 -2.28  0.25
H12 -0.57 -0.34 2.46  0.47
H13 -0.28 -1.71 3.13  0.50
O1 -0.12 -1.23 2.35  -0.96

spin multiplicity = 2
LUMO (spin up / spin down) = -2.88 / -8.19 eV
E_tot = -289.8450 Eh
expectation value of S² = 0.75
ΔE to the lowest compared entry with this formula, charge and spin = 97.5 kJ/mol
E_HOMO (spin up / spin down) = -0.58442 / -0.58447 Ha
total charge = +1

=====

Record 5
An isolated molecule of C3H4N2O, computed with the ωB97M-V functional and the def2-TZVPD basis.

Last column: natural (NBO) charge in e.
Positions of all 10 atoms, in Å:
N1 -0.80 -0.89 -1.32  -0.80
C1 -0.85 -0.34 -0.10  0.37
C2 -0.93 0.01 1.11  -0.06
N2 -0.03 1.04 0.61  -0.57
C3 1.31 0.69 0.48  0.51
O1 1.74 -0.38 0.09  -0.63
H1 0.14 -1.21 -1.54  0.42
H2 -1.21 -0.34 -2.07  0.40
H3 -1.34 -0.14 2.09  0.23
H4 1.97 1.55 0.65  0.12

spin multiplicity = 1
LUMO = 0.81 eV
E_tot = -301.3383 Eh
ΔE to the lowest compared entry with this formula, charge and spin = 391.0 kJ/mol
E_HOMO = -0.33629 Ha

=====

Record 6
An isolated molecule of C2H6S2, computed with the ωB97M-V functional and the def2-TZVPD basis.

Last column: natural (NBO) charge in e.
Positions of all 10 atoms, in Å:
S1 0.23 -0.76 1.95  -0.07
C1 -0.64 0.00 0.53  -0.50
C2 0.55 0.00 -0.56  -0.51
S2 -0.30 0.54 -2.11  -0.07
H1 -0.63 -0.61 2.98  0.13
H2 -1.00 0.94 0.77  0.22
H3 -1.42 -0.64 0.11  0.21
H4 0.91 -1.02 -0.65  0.22
H5 1.37 0.68 -0.26  0.23
H6 0.93 0.87 -2.77  0.14

spin multiplicity = 1
LUMO = 0.82 eV
E_tot = -876.1468 Eh
ΔE to the lowest compared entry with this formula, charge and spin = 62.1 kJ/mol
E_HOMO = -0.33487 Ha

=====

Record 7
The ion C6H12N5O2 with charge +1, computed with the ωB97M-V functional and the def2-TZVPD basis.

Last column: natural (NBO) charge in e.
Positions of all 25 atoms, in Å:
N1 0.66 -1.76 -2.44  -0.82
C1 0.26 -0.99 -1.29  0.13
C2 1.11 -0.08 -0.82  -0.28
C3 0.88 0.82 0.32  -0.15
N2 1.88 1.73 0.72  -0.61
C4 -0.32 0.93 0.91  0.41
N3 -0.68 1.78 1.94  -0.85
N4 -1.32 0.23 0.34  -0.71
C5 -1.11 -1.17 -0.79  0.24
N5 -1.31 -2.33 -0.15  -0.78
C6 -2.18 -0.89 -1.85  0.75
O1 -2.62 -1.86 -2.40  -0.53
O2 -2.45 0.38 -2.10  -0.63
H1 1.39 -1.32 -2.97  0.38
H2 -0.02 -2.18 -3.10  0.41
H3 2.05 0.18 -1.38  0.21
H4 1.45 2.38 1.33  0.44
H5 2.19 2.22 -0.08  0.42
H6 2.74 1.39 1.08  0.42
H7 -0.24 2.17 2.73  0.41
H8 -1.63 1.45 2.34  0.41
H9 -2.18 0.13 0.70  0.38
H10 -2.28 -2.72 -0.17  0.42
H11 -0.55 -2.94 0.03  0.41
H12 -1.97 0.92 -1.48  0.51

spin multiplicity = 1
LUMO = -3.35 eV
E_tot = -659.7935 Eh
ΔE to the lowest compared entry with this formula, charge and spin = 88.4 kJ/mol
E_HOMO = -0.40195 Ha
total charge = +1

=====

Record 8
An isolated molecule of C4H9NO2, computed with the ωB97M-V functional and the def2-TZVPD basis.

Last column: natural (NBO) charge in e.
Positions of all 16 atoms, in Å:
C1 -1.73 -0.77 -0.37  -0.42
N1 -1.14 -0.06 0.75  -0.62
C2 0.21 0.42 0.53  -0.18
C3 0.27 1.64 -0.39  0.43
O1 -0.69 2.29 -0.70  -0.53
C4 1.15 -0.65 0.02  -0.07
O2 2.50 -0.18 0.02  -0.73
H1 -2.78 -0.97 -0.16  0.21
H2 -1.27 -1.75 -0.51  0.19
H3 -1.68 -0.25 -1.33  0.17
H4 -1.69 0.75 0.99  0.37
H5 0.61 0.78 1.49  0.22
H6 1.30 1.95 -0.68  0.12
H7 1.04 -1.55 0.64  0.18
H8 0.91 -0.97 -0.99  0.18
H9 2.98 -0.68 0.69  0.48

spin multiplicity = 1
LUMO = 0.66 eV
E_tot = -363.0099 Eh
ΔE to the lowest compared entry with this formula, charge and spin = 198.6 kJ/mol
E_HOMO = -0.32846 Ha

=====

Record 9
A structure of composition C7H10O, computed with the ωB97M-V functional and the def2-TZVPD basis.

Last column: natural (NBO) charge in e.
Positions of all 18 atoms, in Å:
C1 -0.54 -0.76 2.12  -0.71
C2 1.39 -1.24 0.26  -0.55
C3 0.41 0.09 1.27  0.51
C4 -0.28 0.89 -0.46  -0.17
C5 -0.40 0.05 -1.53  0.12
C6 -0.32 2.23 -0.51  -0.31
C7 -0.86 -0.23 -2.72  -0.47
O1 1.14 0.87 1.88  -0.55
H1 -1.25 -1.34 1.52  0.21
H2 -1.05 -0.15 2.86  0.23
H3 0.00 -1.49 2.72  0.23
H4 2.00 -0.49 -0.23  0.21
H5 0.43 -1.51 -0.16  0.21
H6 1.98 -2.08 0.65  0.21
H7 -0.13 2.82 -1.40  0.20
H8 -0.51 2.86 0.35  0.21
H9 -1.62 0.37 -3.22  0.22
H10 -0.38 -0.91 -3.41  0.22

spin multiplicity = 1
LUMO (spin up / spin down) = -0.43 / -1.77 eV
E_tot = -347.6755 Eh
ΔE to the lowest compared entry with this formula, charge and spin = 755.2 kJ/mol
E_HOMO (spin up / spin down) = -0.31678 / -0.28420 Ha

=====

Record 10
A structure of composition C20H19F6N2O14S2Sr, computed with the ωB97M-V functional and the def2-TZVPD basis.

Last column: natural (NBO) charge in e.
Positions of all 64 atoms, in Å:
Sr1 -0.69 0.45 -0.24  1.83
C1 -3.49 -1.01 3.33  -0.48
C2 -3.48 -0.57 4.73  0.43
C3 -3.04 0.94 5.12  0.45
O1 -2.96 1.29 6.29  -0.67
C4 -2.60 1.69 3.98  -0.51
C5 -2.45 1.15 2.74  0.39
C6 -2.90 -0.21 2.36  0.36
O2 -2.71 -0.81 1.21  -0.84
O3 -1.70 1.85 1.94  -0.81
O4 -3.69 -1.37 5.63  -0.64
H1 -4.03 -1.92 3.14  0.19
H2 -2.20 2.67 4.21  0.19
C7 3.28 -3.20 1.70  -0.54
C8 2.59 -4.05 2.69  0.44
C9 1.34 -3.44 3.44  0.43
O5 0.84 -4.03 4.39  -0.63
C10 0.78 -2.20 2.94  -0.51
C11 1.45 -1.49 1.96  0.43
C12 2.74 -1.95 1.40  0.35
O6 3.59 -1.16 0.82  -0.79
O7 1.02 -0.28 1.76  -0.85
O8 2.92 -5.20 2.97  -0.67
H3 4.21 -3.63 1.35  0.19
H4 -0.12 -1.88 3.45  0.23
C13 -1.11 1.01 -4.82  0.79
F1 0.02 0.30 -4.59  -0.33
F2 -0.81 2.22 -5.20  -0.29
F3 -1.64 0.30 -5.84  -0.33
S1 -2.30 0.95 -3.20  2.12
O9 -3.66 1.09 -3.59  -0.86
O10 -1.93 -0.30 -2.50  -0.96
N1 -1.59 2.00 -2.04  -1.19
S2 -2.21 3.42 -2.29  2.18
O11 -2.64 3.84 -3.63  -0.96
O12 -3.16 3.82 -1.29  -0.91
C14 -0.75 4.62 -2.01  0.73
F4 -0.29 4.59 -0.75  -0.31
F5 0.26 4.33 -2.84  -0.33
F6 -1.22 5.85 -2.19  -0.32
C15 2.71 2.88 0.55  -0.25
O13 2.02 2.10 -0.41  -0.57
C16 2.81 1.54 -1.43  -0.07
C17 1.80 0.82 -2.39  -0.24
N2 1.34 -0.32 -1.57  -0.72
C18 1.16 -1.48 -2.44  -0.24
C19 0.80 -2.69 -1.58  -0.07
O14 -0.26 -2.30 -0.70  -0.57
C20 -0.82 -3.43 -0.05  -0.28
H5 2.29 3.89 0.54  0.16
H6 3.73 3.13 0.27  0.16
H7 2.50 2.45 1.53  0.23
H8 3.50 0.78 -1.04  0.21
H9 3.30 2.34 -2.01  0.15
H10 2.36 0.49 -3.27  0.16
H11 1.06 1.51 -2.79  0.19
H12 2.13 -0.49 -0.94  0.43
H13 2.16 -1.68 -2.85  0.16
H14 0.45 -1.39 -3.25  0.21
H15 1.65 -3.15 -1.06  0.20
H16 0.44 -3.51 -2.20  0.15
H17 -0.16 -3.59 0.81  0.22
H18 -0.85 -4.41 -0.53  0.15
H19 -1.82 -3.14 0.27  0.23

spin multiplicity = 1
LUMO = 5.25 eV
E_tot = -3362.6365 Eh
E_HOMO = 0.03437 Ha
total charge = -3